No. 1
{
  "formula": "C4H4F12Li2N2O10S4",
  "method": "ωB97M-V/def2-TZVPD",
  "e_above_lowest_kcal_mol": 30.1,
  "homo_ev": -11.0,
  "total_charge": 0,
  "e_tot_ev": -104028.7324,
  "orbital_gap_ev": 10.58,
  "symbols": ["S", "S", "S", "S", "F", "F", "F", "F", "F", "F", "F", "F", "F", "F", "F", "F", "O", "O", "O", "O", "O", "O", "O", "O", "O", "O", "N", "N", "C", "C", "C", "C", "Li", "Li", "H", "H", "H", "H"],
  "xyz": [[2.1948, -0.5653, -1.6144], [0.4418, -0.3056, 2.8343], [-0.0242, -1.0361, -2.9642], [-1.9563, 0.0545, 1.8161], [1.9035, 1.7910, -2.9231], [-3.8217, -1.9678, 1.6400], [1.4845, 2.1591, 2.7174], [1.7774, 1.1124, 4.4814], [2.1620, 1.8785, -0.8657], [-0.1212, 2.0470, 4.2122], [-1.8436, -2.7412, 1.3256], [1.2078, -3.3535, -2.2978], [0.2473, -3.4883, -4.1489], [3.7751, 1.4537, -2.1211], [-1.0216, -3.3060, -2.2612], [-2.5322, -2.1519, 3.3191], [2.6230, -0.9203, -0.2874], [-2.2206, 0.6741, 3.1337], [-1.6768, 2.0477, -1.6071], [-2.7779, 0.5447, 0.6756], [2.8744, -1.2677, -2.6381], [-0.3171, -1.1192, 3.8054], [0.7277, -0.4988, -4.1204], [-1.4631, -0.7827, -3.0406], [1.6799, -0.9782, 2.3359], [-0.0284, 2.8003, 0.4209], [-0.4095, -0.0644, 1.3474], [0.4613, -0.6567, -1.4874], [2.4993, 1.2462, -1.8731], [0.8615, 1.3775, 3.5983], [-2.5730, -1.8364, 2.0219], [0.1103, -2.9958, -2.9655], [-0.4594, 0.9436, -0.4756], [0.5593, -1.4148, 0.3773], [-0.6508, 3.5057, 0.2439], [-1.5239, 2.6913, -2.2989], [0.4586, 3.0973, 1.1895], [-2.6283, 2.0261, -1.5055]],
  "forces_ev_per_a": [[-0.1116, -0.9882, 0.9479], [0.6878, -4.5350, -0.6331], [-3.0482, 0.0750, -4.6383], [-4.6076, 0.4726, 0.0323], [-1.3260, -0.4624, -0.6825], [-0.2656, 0.5141, -0.5017], [-0.6723, 0.2334, -0.9092], [0.6092, -0.8988, 1.2474], [-1.5396, 2.2213, 4.5779], [0.4277, -0.7673, -1.0799], [0.2141, 0.8599, 0.1782], [-0.4770, -0.3672, 0.7690], [-1.1794, -0.5066, -0.8194], [1.5205, -0.6980, 0.3854], [1.3626, -0.8886, -1.1094], [0.0465, 0.0270, -0.6645], [-0.5809, 0.7481, 0.6463], [0.9996, -1.0973, -2.8957], [0.1622, 0.2012, 0.0851], [2.2418, -0.9231, 1.6073], [-0.3307, 0.2290, -0.7853], [1.8022, 2.5258, -1.6935], [-0.7522, -1.1084, 2.7547], [1.6117, -0.4731, 0.7077], [-2.1391, 2.2721, 0.9656], [-0.0377, -0.0574, -0.0465], [-0.1543, 0.4860, 3.3521], [3.2997, 0.4629, -0.9139], [1.4683, -1.0281, -3.8983], [0.1345, 0.7375, 0.6399], [0.2667, 0.1765, 1.0245], [0.1504, 2.7779, 1.5739], [-0.4352, 0.6622, -0.1191], [0.8107, -0.5124, 0.0327], [-0.3270, 0.0572, -0.2213], [0.2462, 0.0207, -0.3273], [0.2682, -0.0878, 0.2194], [-0.3461, -0.3606, 0.1916]]
}

No. 2
{
  "formula": "C4H4F2",
  "method": "ωB97M-V/def2-TZVPD",
  "e_above_lowest_kcal_mol": 18.4,
  "homo_ev": -11.1,
  "total_charge": 0,
  "e_tot_ev": -9645.6562,
  "orbital_gap_ev": 12.05,
  "symbols": ["F", "F", "C", "C", "C", "C", "H", "H", "H", "H"],
  "xyz": [[-0.5969, -0.8643, 1.1829], [1.4071, -0.2102, 1.1389], [0.5291, -1.0003, -0.8566], [-0.3394, 1.1802, 0.3444], [-1.1621, 2.0122, 0.5483], [0.2816, -0.1813, 0.3881], [-1.8183, 2.8316, 0.7102], [-0.3631, -1.0136, -1.5007], [0.6565, -2.0427, -0.5232], [1.4054, -0.7116, -1.4324]],
  "forces_ev_per_a": [[-0.7567, -0.7060, -0.0217], [0.9105, 0.7088, -0.0170], [-0.7611, -0.5288, -0.3749], [1.0035, -1.6847, -0.3065], [-0.3986, 1.1989, -0.0481], [-0.3044, -0.0115, 0.4431], [-0.0810, 0.0246, -0.0221], [0.3209, 0.2598, 0.1691], [0.1312, 0.4406, 0.0231], [-0.0642, 0.2984, 0.1551]]
}

No. 3
{
  "formula": "C4H4F2",
  "method": "ωB97M-V/def2-TZVPD",
  "e_above_lowest_kcal_mol": 127.3,
  "homo_ev": [-9.6, -9.5],
  "total_charge": 0,
  "e_tot_ev": -9640.9318,
  "orbital_gap_ev": [8.91, 8.80],
  "symbols": ["F", "F", "C", "C", "C", "C", "H", "H", "H", "H"],
  "xyz": [[1.1881, -1.6391, -0.4494], [-3.1757, 0.6733, -0.8120], [-1.9175, 0.1768, -0.9269], [-0.9349, 0.5759, -0.0521], [1.8608, -0.7579, 0.2596], [1.3637, 0.3151, 0.7576], [-2.0240, -0.6852, -1.6395], [1.6656, 1.0615, 1.3915], [-0.8730, 1.4494, 0.6948], [2.8469, -1.1698, 0.7765]],
  "forces_ev_per_a": [[0.0489, -0.3451, -0.7305], [0.2289, 0.6164, 0.1509], [1.7028, -0.7954, 1.6498], [0.8737, 1.2319, 0.6481], [2.4983, -1.7702, 2.4767], [-4.0154, -0.6153, -2.8782], [1.0620, 0.9848, 0.8098], [0.5344, 1.6262, 1.1924], [-1.1594, -1.6193, -1.6476], [-1.7743, 0.6859, -1.6714]]
}

No. 4
{
  "formula": "C4H4F2",
  "method": "ωB97M-V/def2-TZVPD",
  "e_above_lowest_kcal_mol": 64.8,
  "homo_ev": -9.5,
  "total_charge": 0,
  "e_tot_ev": -9643.6404,
  "orbital_gap_ev": 10.28,
  "symbols": ["F", "F", "C", "C", "C", "C", "H", "H", "H", "H"],
  "xyz": [[1.1643, -0.8031, 2.3102], [2.0117, 1.5264, -0.1631], [1.1880, 0.5763, 0.2316], [-1.2772, 0.1077, -0.5508], [0.8023, -0.2433, 1.1447], [0.0788, -0.4205, -0.2042], [-1.9522, -0.5975, -0.2845], [-1.2250, 0.0873, -1.5640], [0.5632, -1.2475, -0.8584], [-1.3540, 1.0141, -0.0615]],
  "forces_ev_per_a": [[-0.7683, 0.2006, -0.6394], [-0.0979, -0.2276, -0.1452], [-0.8012, -0.5281, 0.5844], [2.8305, -1.1984, 1.1591], [0.8360, 0.1710, -0.1971], [3.2818, -0.4449, -0.0264], [-2.6178, -1.8625, 1.0726], [-0.4850, 0.9090, -3.2016], [-1.4037, 1.0156, 0.8246], [-0.7743, 1.9652, 0.5690]]
}

No. 5
{
  "formula": "C4H4F2",
  "method": "ωB97M-V/def2-TZVPD",
  "e_above_lowest_kcal_mol": 39.1,
  "homo_ev": -9.6,
  "total_charge": 0,
  "e_tot_ev": -9644.7561,
  "orbital_gap_ev": 10.46,
  "symbols": ["F", "F", "C", "C", "C", "C", "H", "H", "H", "H"],
  "xyz": [[-1.1941, 1.1847, -0.1036], [1.4589, -1.1775, -0.1375], [1.2721, 1.1710, 0.1405], [-1.5169, -1.1007, 0.1744], [0.7081, -0.0095, 0.0222], [-0.7778, -0.1224, -0.1021], [2.3951, 1.2484, 0.5563], [-0.9266, -2.2124, 0.2175], [0.6547, 2.1351, -0.1621], [-2.6195, -0.8663, 0.1484]],
  "forces_ev_per_a": [[-1.3097, -0.8507, -0.5241], [-1.2386, 1.2880, 1.0315], [2.2606, 2.5084, 0.6088], [-2.1760, -5.7159, -0.1354], [0.1179, -1.2212, -1.5872], [4.4352, 4.0963, 0.4852], [-2.6645, -0.1103, -1.5922], [-2.2950, 3.3423, -0.0478], [1.6534, -2.2763, 1.3740], [1.2168, -1.0606, 0.3872]]
}

No. 6
{
  "formula": "C4H4F2",
  "method": "ωB97M-V/def2-TZVPD",
  "e_above_lowest_kcal_mol": 32.1,
  "homo_ev": -10.1,
  "total_charge": 0,
  "e_tot_ev": -9645.0596,
  "orbital_gap_ev": 11.19,
  "symbols": ["F", "F", "C", "C", "C", "C", "H", "H", "H", "H"],
  "xyz": [[0.1860, 0.0793, 2.1532], [1.7815, -0.7137, 1.0148], [-0.5161, -0.9646, 0.0867], [0.5567, -0.1911, 0.8667], [0.1743, 1.0240, -0.4747], [-0.6945, -0.0794, -0.8917], [-0.5445, -2.0497, 0.3278], [0.9831, 1.2475, -1.2048], [-1.4172, -0.1245, -1.7647], [-0.5093, 1.7722, -0.1132]],
  "forces_ev_per_a": [[-0.1897, 0.6033, -0.5051], [0.1676, 0.0493, -0.8734], [2.5718, -1.3791, 0.8631], [-1.9533, 1.5451, -1.7568], [1.1714, -1.3919, 1.7825], [-1.8676, -1.8742, -1.0527], [-1.2181, 0.8036, -0.6025], [-0.5215, 0.3595, 0.8853], [1.1447, 0.0574, 1.0948], [0.6945, 1.2270, 0.1649]]
}

No. 7
{
  "formula": "C4H4F3I",
  "method": "ωB97M-V/def2-TZVPD",
  "e_above_lowest_kcal_mol": 77.0,
  "homo_ev": [-8.9, -8.8],
  "total_charge": 0,
  "e_tot_ev": -20461.8734,
  "orbital_gap_ev": [8.72, 7.92],
  "symbols": ["I", "F", "F", "F", "C", "C", "C", "C", "H", "H", "H", "H"],
  "xyz": [[3.2485, -0.4412, -0.4452], [0.6795, 1.4403, -1.0663], [0.8953, 1.7865, 1.0132], [1.0278, -1.1380, 1.3597], [1.2549, -0.4808, 0.2120], [-1.2318, -0.8148, -0.7508], [0.4915, 0.8169, 0.0980], [-0.9732, 0.2459, 0.2296], [-0.5744, -0.9227, -1.5589], [-1.6500, 1.0859, 0.3838], [-1.0725, -0.1423, 1.3239], [-2.0955, -1.4359, -0.7989]],
  "forces_ev_per_a": [[-0.3808, -0.2296, 0.1968], [0.0438, -0.3577, -0.9355], [-0.7526, -1.1422, 0.0615], [0.3309, 0.2562, -0.4395], [1.4639, 0.4335, 0.0622], [0.0323, 0.6588, 0.2689], [-1.3092, -0.9671, 0.8920], [0.2944, 1.0901, 3.0962], [0.7884, 0.0160, -1.0659], [-0.4898, 0.2348, -0.9687], [0.5176, 0.1826, -1.6632], [-0.5390, -0.1754, 0.4953]]
}

No. 8
{
  "formula": "C4H4F3N",
  "method": "ωB97M-V/def2-TZVPD",
  "e_above_lowest_kcal_mol": 95.5,
  "homo_ev": [-6.4, -9.6],
  "total_charge": 0,
  "e_tot_ev": -13849.9632,
  "orbital_gap_ev": [4.48, 10.22],
  "symbols": ["F", "F", "F", "N", "C", "C", "C", "C", "H", "H", "H", "H"],
  "xyz": [[1.0237, -1.3532, -3.1966], [0.0866, -2.8245, -1.7506], [-0.9681, -0.9266, -2.1844], [-0.1649, -1.1687, 1.6575], [-0.1255, -0.1406, 1.0102], [0.3108, -1.4906, -2.0387], [0.0921, 1.1125, 0.4901], [0.1326, 2.2471, 1.3155], [0.0693, 2.1446, 2.3990], [0.0690, 1.0875, -0.5769], [-0.6349, -1.9608, 1.9982], [0.1093, 3.2734, 0.8769]],
  "forces_ev_per_a": [[-1.2117, -0.2116, 2.1684], [0.9305, 2.4320, -0.4218], [2.8469, -0.6893, 0.3179], [1.9360, 2.2080, -1.6008], [-0.5586, -0.8818, 1.5512], [-2.5306, -1.5277, -2.0290], [-0.4995, -1.1871, 1.0510], [-0.1266, 0.7987, -0.5795], [0.0701, 0.0455, -0.3909], [0.1947, 0.5519, -0.5960], [-1.1541, -0.3775, 0.0876], [0.1030, -1.1612, 0.4420]]
}

No. 9
{
  "formula": "C4H4FN",
  "method": "ωB97M-V/def2-TZVPD",
  "e_above_lowest_kcal_mol": 78.9,
  "homo_ev": -9.8,
  "total_charge": 0,
  "e_tot_ev": -8416.3763,
  "orbital_gap_ev": 10.40,
  "symbols": ["F", "N", "C", "C", "C", "C", "H", "H", "H", "H"],
  "xyz": [[0.0331, 2.9901, 1.0658], [1.4278, 2.1462, -0.7003], [-0.8804, -0.5644, 1.4847], [0.0401, -1.3811, -0.8498], [-0.4451, -0.8827, 0.3793], [0.7380, 2.5480, 0.1119], [-0.0945, -0.6097, -1.6842], [-0.4572, -2.3973, -1.1945], [-1.5511, -0.4852, 2.2890], [1.1892, -1.3639, -0.9019]],
  "forces_ev_per_a": [[-0.0576, -0.0229, -0.1555], [0.5990, -0.4106, -0.9781], [0.8466, -1.0419, -3.2855], [1.5192, -0.2635, -3.5675], [-1.4910, 0.7796, 3.8315], [-0.5673, 0.3331, 1.1299], [-0.5057, -1.0033, 0.9693], [1.2615, 2.0749, 0.8590], [-0.0556, 0.3661, 0.7098], [-1.5491, -0.8115, 0.4873]]
}

No. 10
{
  "formula": "C4H4FNO",
  "method": "ωB97M-V/def2-TZVPD",
  "e_above_lowest_kcal_mol": 167.0,
  "homo_ev": [-11.0, -11.0],
  "total_charge": 0,
  "e_tot_ev": -10460.3142,
  "orbital_gap_ev": [7.79, 7.79],
  "symbols": ["F", "O", "N", "C", "C", "C", "C", "H", "H", "H", "H"],
  "xyz": [[2.0989, -2.3757, -0.0266], [2.1110, 0.8154, -0.0517], [1.2709, 1.9047, 0.0271], [-0.0464, 0.1469, -0.0841], [1.2757, -0.1600, -0.1610], [-1.2331, -0.8527, -0.0229], [0.0035, 1.5719, 0.0099], [-2.0106, -0.8379, -0.6635], [-1.6436, -0.6096, 0.9849], [-1.0212, -1.8478, -0.0546], [-0.8051, 2.2447, 0.0426]],
  "forces_ev_per_a": [[-1.3136, 3.6067, -0.2485], [-0.1093, -0.8674, -0.0677], [0.1498, 3.1513, 0.1731], [-1.4841, -2.8409, -0.9234], [-0.2848, -2.3708, 0.4884], [1.9464, 3.3414, 3.6749], [2.2344, -3.0915, -0.2972], [-2.3695, 1.3780, -2.6661], [-0.0821, -0.5743, -0.5827], [1.7385, -2.6624, 0.3410], [-0.4257, 0.9298, 0.1084]]
}